1.
Computed, not measured: a single C3H6N4O molecule at a distorted geometry, with ωB97M-V with the def2-TZVPD basis set.

The geometry in ORCA input format:
```
! wB97M-V def2-TZVPD RIJCOSX def2/J DEFGRID3
* xyz 0 1
N -0.412 1.932 -0.168
C 0.153 0.569 -0.093
C 1.338 -0.115 -0.154
O 2.601 0.368 -0.002
N 1.234 -1.388 -0.197
C 0.008 -1.705 -0.161
N -0.611 -0.495 -0.115
N -1.970 -0.480 -0.021
H -0.620 2.159 0.992
H 0.159 2.391 -0.793
H 3.314 -0.359 0.521
H -0.568 -2.600 0.211
H -2.110 0.147 -0.941
H -2.517 -0.422 0.921
*
```

Its energy above the lowest of the compared OMol25 structures with the same formula, charge and spin is 514.00 kJ/mol. The calculation puts the orbital gap at 8.28 eV.

2.
Computed, not measured: C26H46O2P2W as an isolated structure at a distorted geometry, with ωB97M-V with the def2-TZVPD basis set.

The geometry in ORCA input format:
```
! wB97M-V def2-TZVPD RIJCOSX def2/J DEFGRID3
* xyz 2 3
W -0.114 -0.634 -0.394
C -0.485 -2.173 1.403
C 0.834 -2.290 0.807
C 0.965 -0.900 2.660
C -0.391 -1.234 2.490
C 1.717 -1.440 1.591
C -1.562 -3.186 1.196
H -1.535 -3.554 0.160
H -2.563 -2.765 1.388
H -1.411 -4.060 1.869
C -1.495 -1.029 3.452
H -2.457 -0.959 2.931
H -1.375 -0.123 4.059
H -1.565 -1.883 4.147
C 1.540 -0.265 3.888
H 1.405 -0.944 4.744
H 1.053 0.685 4.156
H 2.613 -0.059 3.782
C 3.203 -1.478 1.490
H 3.627 -2.244 2.176
H 3.669 -0.512 1.746
H 3.529 -1.731 0.471
C 1.258 -3.481 0.005
H 1.473 -4.377 0.613
H 2.162 -3.230 -0.559
H 0.445 -3.729 -0.681
C -1.555 0.274 -2.949
C -1.727 -1.117 -3.002
C -0.782 -2.170 -3.438
C 0.716 -2.165 -3.009
C 1.138 -1.327 -1.837
C 0.976 0.173 -1.895
C 0.853 0.885 -3.263
C -0.525 0.842 -3.904
H -0.821 -2.192 -4.538
H 1.348 -1.889 -3.862
H -1.227 -3.122 -3.082
H -0.471 0.235 -4.827
H -2.508 0.856 -3.052
H -2.764 -1.398 -3.251
H -0.853 1.845 -4.231
H 1.148 1.936 -3.142
H 1.873 0.645 -1.459
H 1.585 0.488 -3.989
H 0.932 -3.207 -2.726
H 2.168 -1.585 -1.598
P -2.215 1.335 -0.795
P 1.549 1.871 0.551
C -1.021 2.795 -1.046
C 0.441 3.040 -0.439
H -1.602 3.658 -0.648
H -0.960 2.949 -2.132
H 1.141 3.371 -1.234
H 0.337 3.915 0.230
C 2.050 2.761 2.049
H 2.766 2.117 2.591
H 1.226 3.017 2.729
H 2.580 3.680 1.740
C 3.284 1.800 -0.111
H 3.453 2.647 -0.791
H 3.505 0.865 -0.647
H 4.020 1.832 0.707
C -3.985 1.712 -0.957
H -4.573 0.916 -0.458
H -4.285 1.739 -2.017
H -4.244 2.685 -0.501
C -2.172 -0.432 -0.430
H -0.845 -1.918 -1.159
H -2.595 -1.061 -1.271
H -2.682 -0.742 0.505
C -1.271 2.562 2.986
O -0.494 1.503 2.368
C -0.970 0.993 1.241
O -2.150 1.564 0.923
H -2.113 2.070 3.485
H -1.606 3.319 2.262
H -0.612 3.024 3.731
*
```

Its energy above the lowest of the compared OMol25 structures with the same formula, charge and spin is 0.00 kJ/mol. As for the expectation value of S²: 2.020. The calculation puts the orbital gap (alpha / beta) at 6.28 / 5.55 eV.

3.
Computed, not measured: C3H6N4O as an isolated structure at a distorted geometry, with ωB97M-V with the def2-TZVPD basis set.

The geometry in ORCA input format:
```
! wB97M-V def2-TZVPD RIJCOSX def2/J DEFGRID3
* xyz 0 1
C -1.744 1.622 0.000
C -0.543 0.741 -0.118
C 1.531 -0.100 0.042
H -2.403 1.659 0.813
H -2.531 1.797 -1.118
H -0.896 2.619 0.150
H 2.990 0.946 -0.188
H -2.521 -1.189 -0.573
H -2.426 -1.221 1.278
N 0.708 1.101 0.031
N 2.769 0.002 0.169
N -0.636 -0.653 0.041
N -1.872 -1.603 0.080
O 0.692 -1.266 -0.268
*
```

Its energy above the lowest of the compared OMol25 structures with the same formula, charge and spin is 773.15 kJ/mol. The calculation puts the orbital gap at 8.84 eV.